# 1
Here is a structure of composition C39H42BCsN10O2SSi from the Open Molecules 2025 dataset. Energies are from ωB97M-V/def2-TZVPD.

Results
<S²>: 0.75
molar mass: 886.7 g mol⁻¹
Kohn-Sham gap (spin up / spin down): 6.881 / 6.705 eV
ΔE to the lowest compared entry with this formula, charge and spin: 28.9 kcal per mole

The geometry in ORCA input format:
```
! RIJCOSX wB97M-V def2-TZVPD def2/J DEFGRID3
* xyz -1 2
Cs 0.69 -1.18 -0.28
C 1.69 -4.69 0.90
C 0.54 -3.92 1.44
C 0.34 -3.51 2.77
C -0.87 -2.87 2.76
N -1.34 -2.90 1.50
N -0.49 -3.55 0.70
B -2.76 -2.50 1.10
N -3.10 -1.20 1.82
C -4.30 -0.78 2.27
C -4.10 0.37 3.00
C -2.72 0.59 2.94
C -1.93 1.67 3.59
N -2.13 -0.36 2.22
N -2.91 -2.38 -0.41
C -3.62 -3.20 -1.20
C -3.57 -2.71 -2.49
C -2.79 -1.56 -2.39
C -2.45 -0.61 -3.49
N -2.40 -1.37 -1.13
N -3.68 -3.64 1.58
C -3.29 -4.87 1.96
C -4.41 -5.63 2.19
C -5.48 -4.76 1.91
C -6.94 -5.06 1.97
N -5.02 -3.57 1.54
H 2.14 -5.30 1.68
H 1.36 -5.34 0.09
H 2.45 -4.01 0.50
H 0.99 -3.67 3.62
H -1.44 -2.43 3.56
H -5.18 -1.34 2.05
H -4.83 0.95 3.51
H -2.58 2.29 4.20
H -1.15 1.24 4.21
H -1.44 2.30 2.84
H -4.13 -4.07 -0.82
H -4.04 -3.12 -3.36
H -2.92 -0.94 -4.41
H -2.81 0.38 -3.24
H -1.37 -0.57 -3.64
H -2.25 -5.13 2.03
H -4.46 -6.65 2.51
H -7.10 -6.06 2.36
H -7.45 -4.34 2.61
H -7.38 -5.00 0.98
O 2.81 -2.17 -1.02
S 3.93 -1.37 -0.57
O 4.91 -1.07 -1.59
N 3.28 -0.10 0.13
C 4.02 0.86 0.71
C 5.40 0.79 0.95
C 6.09 1.85 1.53
C 5.46 3.02 1.88
C 4.07 3.14 1.68
C 3.34 4.31 2.00
C 1.98 4.33 1.83
C 1.36 3.18 1.33
N 2.00 2.09 0.98
C 3.33 2.05 1.13
C 4.74 -2.37 0.70
C 5.80 -3.21 0.39
C 6.39 -3.96 1.40
C 5.91 -3.88 2.69
C 4.84 -3.05 2.99
C 4.25 -2.31 1.99
H 5.93 -0.10 0.65
H 7.15 1.75 1.70
H 6.01 3.85 2.29
H 3.86 5.17 2.38
H 1.39 5.20 2.08
H 0.28 3.14 1.19
H 6.16 -3.24 -0.62
H 7.23 -4.60 1.18
H 6.37 -4.46 3.48
H 4.47 -2.98 4.00
H 3.42 -1.65 2.19
C -0.68 2.98 -3.32
Si 0.92 2.11 -2.70
C 1.64 0.96 -4.06
C 2.22 3.40 -2.23
C 1.93 4.76 -2.19
C 2.88 5.69 -1.81
C 4.15 5.27 -1.44
C 4.45 3.91 -1.46
C 3.50 2.99 -1.85
H -0.48 3.61 -4.18
H -1.11 3.59 -2.54
H -1.43 2.25 -3.61
H 1.94 1.54 -4.93
H 0.92 0.22 -4.39
H 2.51 0.44 -3.69
H 0.94 5.11 -2.47
H 2.64 6.74 -1.81
H 4.90 5.99 -1.14
H 5.43 3.58 -1.16
H 3.74 1.94 -1.85
*
```

Atomic partial charges in e from the Löwdin method, atoms 1 to 8:
1. Cs 1.23
2. C -0.03
3. C -0.43
4. C -0.03
5. C -0.09
6. N -0.07
7. N -0.03
8. B -0.71

# 2
Here is a cluster of 11 separate species, C17H56N10O11 in total from the Open Molecules 2025 dataset. Energies are from ωB97M-V/def2-TZVPD.

Results
SMILES string: NC(N)=O.NC(N)=O.NC(N)=O.NC(N)=O.NC(N)=O.CCO.CCO.CCO.CCO.CCO.CCO
molar mass: 576.7 g mol⁻¹
Kohn-Sham gap: 9.535 eV
ΔE to the lowest compared entry with this formula, charge and spin: 116.8 kcal per mole

The geometry in ORCA input format:
```
! RIJCOSX wB97M-V def2-TZVPD def2/J DEFGRID3
* xyz 0 1
C 1.51 -3.68 -3.67
C 1.73 -4.55 -2.54
O 3.13 -4.93 -2.58
H 0.51 -3.25 -3.76
H 1.80 -4.32 -4.50
H 2.20 -2.85 -3.51
H 1.22 -5.51 -2.60
H 1.44 -4.14 -1.57
H 3.25 -5.75 -3.07
C 2.56 3.85 -1.43
C 1.67 2.76 -0.82
O 1.10 1.87 -1.70
H 1.97 4.48 -2.09
H 3.33 3.36 -2.02
H 3.12 4.49 -0.75
H 0.85 3.26 -0.30
H 2.40 2.32 -0.14
H 0.68 2.43 -2.36
C -2.93 0.67 -2.54
C -2.87 -0.72 -3.16
O -1.70 -0.73 -4.06
H -2.73 1.39 -3.33
H -2.18 0.79 -1.76
H -3.93 0.78 -2.12
H -3.84 -0.85 -3.66
H -2.82 -1.50 -2.41
H -1.84 -1.57 -4.51
C -0.09 -0.56 4.13
C 1.21 -0.59 4.97
O 2.18 0.40 4.56
H -0.08 -1.12 3.20
H -0.42 0.47 3.98
H -0.89 -1.06 4.67
H 1.60 -1.61 4.99
H 1.00 -0.32 6.00
H 3.00 -0.05 4.77
C -4.31 1.26 3.43
C -3.69 -0.17 3.37
O -3.42 -0.60 2.06
H -3.51 1.93 3.12
H -4.60 1.42 4.47
H -5.09 1.53 2.71
H -4.54 -0.78 3.68
H -2.85 -0.43 4.00
H -2.55 -0.28 1.81
C 2.78 2.84 2.62
C 1.94 4.14 2.59
O 2.64 5.20 3.17
H 3.36 2.72 3.54
H 3.55 2.86 1.85
H 2.08 2.01 2.50
H 1.05 4.05 3.22
H 1.78 4.38 1.54
H 2.91 5.75 2.43
C -1.75 3.13 1.08
O -0.64 3.11 1.53
N -2.58 4.07 1.27
N -2.18 2.27 0.26
H -3.50 3.94 0.87
H -2.25 4.88 1.78
H -3.16 2.28 0.02
H -1.50 1.54 0.08
C -2.26 -4.60 -1.07
O -1.34 -4.37 -1.89
N -2.38 -3.92 0.09
N -3.19 -5.48 -1.08
H -3.03 -4.34 0.74
H -1.87 -3.07 0.25
H -3.03 -6.22 -1.75
H -3.99 -5.28 -0.49
C 4.17 -1.72 2.72
O 4.29 -1.45 3.87
N 3.07 -1.39 2.17
N 5.08 -2.18 1.91
H 2.45 -0.88 2.79
H 2.82 -1.67 1.24
H 6.05 -2.22 2.17
H 4.78 -2.44 0.99
C 0.23 1.63 -5.91
O 0.59 2.57 -6.59
N 1.10 0.97 -5.16
N -1.04 1.21 -5.81
H 0.80 0.45 -4.35
H 2.05 1.24 -5.38
H -1.35 0.58 -5.08
H -1.68 1.53 -6.52
C 0.10 -1.03 0.20
O 0.18 -1.90 0.93
N 0.07 0.26 0.48
N -0.08 -1.36 -1.00
H 0.15 0.56 1.44
H 0.29 0.86 -0.31
H -0.08 -2.36 -1.16
H -0.07 -0.69 -1.76
*
```

Atomic partial charges in e from the Löwdin method, atoms 1 to 8:
1. C -0.10
2. C -0.35
3. O -0.09
4. H 0.06
5. H 0.09
6. H 0.08
7. H 0.11
8. H 0.10

# 3
Here is a structure of composition C23H35NOP2Rh from the Open Molecules 2025 dataset. Energies are from ωB97M-V/def2-TZVPD.

Results
<S²>: 6.03
molar mass: 506.4 g mol⁻¹
Kohn-Sham gap (spin up / spin down): 7.391 / 6.366 eV

The geometry in ORCA input format:
```
! RIJCOSX wB97M-V def2-TZVPD def2/J DEFGRID3
* xyz 1 5
C -1.12 3.53 -2.52
C -0.86 2.26 -2.03
C 0.47 1.75 -2.09
C 1.46 2.50 -2.78
C 1.17 3.79 -3.22
C -0.10 4.32 -3.06
C 2.79 1.93 -3.05
C 2.87 0.47 -2.87
C 1.84 -0.23 -2.19
C 1.85 -1.66 -2.22
C 2.96 -2.31 -2.76
C 4.04 -1.60 -3.28
C 3.98 -0.22 -3.37
H -2.14 3.91 -2.47
H 1.96 4.37 -3.70
H -0.30 5.34 -3.37
H 3.13 2.20 -4.05
H 2.97 -3.41 -2.77
H 4.93 -2.13 -3.63
H 4.79 0.35 -3.82
N 0.84 0.51 -1.55
Rh 0.26 0.00 0.17
C -2.01 1.43 -1.49
H -2.24 0.59 -2.16
H -2.90 2.06 -1.42
C 0.68 -2.47 -1.70
H -0.24 -2.26 -2.27
H 0.90 -3.54 -1.77
P -1.73 0.70 0.18
P 0.31 -2.11 0.08
C 1.76 -2.82 0.92
H 1.76 -2.49 1.97
H 1.72 -3.91 0.87
H 2.68 -2.46 0.43
C -1.10 -3.13 0.57
H -0.79 -4.18 0.59
H -1.44 -2.82 1.57
H -1.92 -3.01 -0.15
C -1.85 2.14 1.29
H -2.83 2.64 1.16
H -1.74 1.80 2.32
H -1.05 2.85 1.04
C -3.16 -0.33 0.54
H -3.01 -0.82 1.51
H -4.06 0.31 0.58
H -3.29 -1.08 -0.25
H 3.76 2.57 -2.31
H 4.39 2.99 -1.94
C 0.72 -0.05 3.32
C -0.15 -1.19 3.81
O -1.53 -1.02 3.50
C -2.28 -0.37 4.54
C -3.75 -0.69 4.39
H 0.56 0.19 2.24
H 1.77 -0.32 3.45
H 0.51 0.86 3.90
H 0.14 -2.13 3.32
H -0.01 -1.30 4.90
H -1.94 -0.72 5.53
H -2.11 0.71 4.48
H -3.92 -1.76 4.58
H -4.31 -0.12 5.13
H -4.13 -0.45 3.39
*
```

Atomic partial charges in e from the natural (NBO) method, atoms 1 to 8:
1. C -0.20
2. C -0.02
3. C 0.17
4. C -0.07
5. C -0.18
6. C -0.17
7. C -0.24
8. C -0.07

# 4
Here is an isolated molecule of C5H10O2 from the Open Molecules 2025 dataset. Energies are from ωB97M-V/def2-TZVPD.

Results
SMILES string: C[C@H]1OCC[C@H]1O
molar mass: 102.1 g mol⁻¹
Kohn-Sham gap: 10.612 eV
ΔE to the lowest compared entry with this formula, charge and spin: 30.7 kcal per mole

The geometry in ORCA input format:
```
! RIJCOSX wB97M-V def2-TZVPD def2/J DEFGRID3
* xyz 0 1
C 2.08 -0.11 -0.50
C 0.85 0.26 0.32
O 0.14 1.38 -0.26
C -1.26 1.11 -0.27
C -1.45 -0.07 0.69
C -0.18 -0.87 0.44
O -0.31 -1.65 -0.74
H 2.69 0.77 -0.69
H 1.80 -0.56 -1.45
H 2.67 -0.84 0.06
H 1.16 0.56 1.34
H -1.63 0.89 -1.28
H -1.80 2.00 0.08
H -1.48 0.28 1.72
H -2.34 -0.69 0.53
H 0.09 -1.57 1.23
H -0.78 -1.12 -1.39
*
```

Atomic partial charges in e from the natural (NBO) method, atoms 1 to 8:
1. C -0.62
2. C 0.07
3. O -0.54
4. C -0.07
5. C -0.46
6. C 0.07
7. O -0.71
8. H 0.22

# 5
Here is a structure of composition C28H49AuNO2P2 from the Open Molecules 2025 dataset. Energies are from ωB97M-V/def2-TZVPD.

Results
<S²>: 2.02
molar mass: 690.6 g mol⁻¹
Kohn-Sham gap (spin up / spin down): 7.804 / 5.422 eV
ΔE to the lowest compared entry with this formula, charge and spin: 0.0 kcal per mole

The geometry in ORCA input format:
```
! RIJCOSX wB97M-V def2-TZVPD def2/J DEFGRID3
* xyz 1 3
Au -0.41 1.07 -0.16
C -0.72 -1.30 -2.03
C -0.66 0.12 -2.35
C 1.51 -0.69 -2.09
C 0.60 -1.76 -1.82
C 0.77 0.44 -2.48
C -1.95 -2.12 -2.04
H -2.83 -1.50 -1.83
H -1.91 -2.93 -1.30
H -2.10 -2.59 -3.03
C 1.01 -3.16 -1.54
H 0.14 -3.82 -1.38
H 1.66 -3.23 -0.66
H 1.58 -3.54 -2.40
C 2.99 -0.70 -2.01
H 3.44 -0.70 -3.01
H 3.36 -1.56 -1.44
H 3.34 0.20 -1.47
C 1.33 1.69 -3.05
H 1.57 1.57 -4.12
H 2.26 1.97 -2.55
H 0.61 2.51 -2.96
C -1.70 0.77 -3.21
H -1.75 0.29 -4.21
H -1.47 1.83 -3.38
H -2.71 0.70 -2.77
C -2.78 2.31 1.01
C -3.34 1.82 -0.09
C -4.27 2.62 -0.96
C -3.65 3.78 -1.81
C -2.18 4.02 -1.63
C -1.66 4.52 -0.52
C -2.51 4.89 0.66
C -3.07 3.71 1.50
H -5.07 3.05 -0.33
H -4.22 4.70 -1.57
H -4.77 1.94 -1.67
H -4.17 3.83 1.57
H -2.22 1.70 1.75
H -3.24 0.76 -0.41
H -2.67 3.81 2.52
H -1.91 5.53 1.33
H -0.60 4.78 -0.43
H -3.36 5.51 0.33
H -3.85 3.57 -2.87
H -1.57 3.83 -2.53
P -1.27 -1.83 1.79
C -1.18 -3.64 1.65
H -1.91 -4.11 2.33
H -0.16 -3.96 1.89
H -1.41 -3.92 0.61
C -1.01 -1.33 3.52
H -1.45 -2.07 4.21
H -1.49 -0.35 3.65
H 0.07 -1.22 3.71
C -3.11 -1.72 1.54
H -3.47 -0.72 1.83
H -3.59 -2.50 2.16
H -3.34 -1.91 0.48
P 1.52 1.88 1.27
C 2.24 3.06 0.08
H 2.57 3.97 0.59
H 1.51 3.29 -0.71
H 3.11 2.56 -0.38
C 0.78 2.75 2.70
H 0.15 3.58 2.35
H 1.57 3.11 3.37
H 0.17 2.01 3.23
C 3.12 1.44 2.08
H 3.52 2.35 2.56
H 3.83 1.08 1.32
H 2.99 0.66 2.84
O 0.80 -1.57 1.29
C 2.05 -1.79 1.51
C 2.56 -2.67 2.63
C 4.07 -2.69 2.39
C 4.26 -1.70 1.25
O 5.37 -1.35 0.85
N 3.02 -1.27 0.76
H 2.34 -2.24 3.63
H 2.16 -3.69 2.51
H 4.65 -2.41 3.28
H 4.46 -3.68 2.07
*
```

Atomic partial charges in e from the Löwdin method, atoms 1 to 8:
1. Au 0.69
2. C -0.20
3. C -0.32
4. C -0.18
5. C -0.20
6. C -0.22
7. C -0.02
8. H 0.08

# 6
Here is a cluster of 2 separate species, C3H6N2O in total from the Open Molecules 2025 dataset. Energies are from ωB97M-V/def2-TZVPD.

Results
molar mass: 86.1 g mol⁻¹
Kohn-Sham gap (spin up / spin down): 7.484 / 7.497 eV
ΔE to the lowest compared entry with this formula, charge and spin: 108.5 kcal per mole

The geometry in ORCA input format:
```
! RIJCOSX wB97M-V def2-TZVPD def2/J DEFGRID3
* xyz 0 1
C -1.42 0.23 0.28
C 0.94 0.91 0.15
C -0.14 0.06 -0.37
N -2.34 0.82 0.71
N 0.04 -0.64 -1.49
O -0.84 -1.53 1.23
H 1.72 0.35 0.90
H 1.59 1.23 -0.76
H 0.72 1.75 0.74
H -0.64 -1.35 -1.67
H 0.98 -0.99 -1.68
H -0.62 -0.84 1.97
*
```

Atomic partial charges in e from the natural (NBO) method, atoms 1 to 8:
1. C 0.22
2. C -0.69
3. C 0.40
4. N -0.33
5. N -0.69
6. O -0.95
7. H 0.28
8. H 0.24

# 7
Here is a structure of composition C6H13N from the Open Molecules 2025 dataset. Energies are from ωB97M-V/def2-TZVPD.

Results
molar mass: 99.2 g mol⁻¹
Kohn-Sham gap (spin up / spin down): 8.270 / 8.271 eV
ΔE to the lowest compared entry with this formula, charge and spin: 118.3 kcal per mole

The geometry in ORCA input format:
```
! RIJCOSX wB97M-V def2-TZVPD def2/J DEFGRID3
* xyz 0 1
C -1.69 1.88 0.47
C -0.79 0.68 0.65
N -0.87 -0.36 -0.38
C -1.04 -1.73 -0.20
C 0.27 0.32 -0.30
C 1.55 -1.46 0.61
C 1.25 0.97 -1.20
H -2.71 1.69 0.81
H -1.30 2.73 1.05
H -1.72 2.18 -0.58
H -0.66 0.32 1.67
H -0.88 -2.31 -1.11
H 0.26 -1.75 0.46
H -1.97 -1.99 0.31
H 2.08 -0.59 1.01
H 1.71 -2.27 1.33
H 2.03 -1.76 -0.33
H 0.73 1.65 -1.90
H 1.83 0.24 -1.78
H 1.93 1.57 -0.60
*
```

Atomic partial charges in e from the natural (NBO) method, atoms 1 to 8:
1. C -0.63
2. C -0.09
3. N -0.31
4. C -0.42
5. C 0.26
6. C -0.90
7. C -0.67
8. H 0.22

# 8
Here is a structure of composition C39H39N3PdSi from the Open Molecules 2025 dataset. Energies are from ωB97M-V/def2-TZVPD.

Results
molar mass: 684.3 g mol⁻¹
Kohn-Sham gap (spin up / spin down): 4.452 / 4.456 eV
ΔE to the lowest compared entry with this formula, charge and spin: 21.5 kcal per mole

The geometry in ORCA input format:
```
! RIJCOSX wB97M-V def2-TZVPD def2/J DEFGRID3
* xyz 2 1
Pd 0.25 0.44 -0.40
C 2.44 0.19 -2.86
C 2.95 -1.06 -0.62
C 4.09 -1.65 0.16
C 4.53 -1.09 1.31
C 3.82 -0.03 1.91
C 2.60 0.33 1.38
N 2.19 -0.11 0.18
C 1.67 1.20 2.16
C 1.85 1.42 3.52
C 0.95 2.25 4.18
C -0.05 2.86 3.47
C -0.17 2.60 2.10
N 0.65 1.73 1.49
C -1.07 3.38 1.24
C -1.42 4.69 1.53
C -1.93 5.51 0.54
C -1.96 5.04 -0.77
C -1.70 3.72 -1.03
C -1.61 3.17 -2.42
N -1.41 2.87 0.01
H 1.90 -0.64 -3.33
H 2.89 0.78 -3.66
H 1.75 0.84 -2.32
H 4.59 -2.52 -0.25
H 5.41 -1.48 1.80
H 4.19 0.44 2.81
H 2.65 0.96 4.06
H 1.05 2.41 5.25
H -0.75 3.53 3.95
H -1.23 5.09 2.52
H -2.24 6.52 0.76
H -2.20 5.71 -1.58
H -2.20 3.78 -3.10
H -1.94 2.14 -2.51
H -0.57 3.23 -2.73
C -4.22 2.18 0.72
C -3.44 1.46 -0.38
C -3.89 0.01 -0.51
C -1.94 1.49 -0.04
H -5.29 2.14 0.50
H -3.94 3.23 0.81
H -4.07 1.69 1.69
H -3.62 1.97 -1.32
H -3.69 -0.55 0.41
H -3.39 -0.50 -1.34
H -4.96 -0.03 -0.70
H -1.39 0.86 -0.82
H -1.83 1.04 0.95
C -0.04 -2.63 4.39
C 1.20 -2.62 3.77
C 1.29 -2.42 2.40
C 0.13 -2.22 1.64
C -1.12 -2.23 2.27
C -1.20 -2.44 3.64
Si 0.29 -1.93 -0.20
C -1.09 -2.35 -1.42
C -1.97 -3.40 -1.20
C -2.95 -3.71 -2.14
C -3.05 -2.97 -3.30
C -2.16 -1.93 -3.55
C -1.19 -1.63 -2.62
C 1.98 -2.16 -1.00
C 3.53 -0.34 -1.92
C 4.46 -1.16 -2.73
C 4.40 -2.49 -3.00
C 3.41 -3.42 -2.61
C 2.27 -3.22 -1.82
H -0.11 -2.81 5.45
H 2.10 -2.78 4.34
H 2.26 -2.44 1.91
H -2.02 -2.10 1.69
H -2.17 -2.47 4.12
H -1.90 -3.99 -0.29
H -3.62 -4.54 -1.95
H -3.82 -3.21 -4.03
H -2.23 -1.37 -4.47
H -0.48 -0.83 -2.83
H 4.09 0.52 -1.53
H 5.26 -0.60 -3.19
H 5.18 -2.90 -3.64
H 3.50 -4.41 -3.06
H 1.53 -4.01 -1.87
*
```

Atomic partial charges in e from the Löwdin method, atoms 1 to 8:
1. Pd 0.60
2. C -0.04
3. C -0.45
4. C -0.02
5. C -0.06
6. C -0.03
7. C -0.26
8. N -0.02